Here is a 3-piece molecular cluster, C57H59BrFIN4O7P overall in a non-equilibrium geometry from the Open Molecules 2025 dataset. Energies are from ωB97M-V/def2-TZVPD.

Geometry as XYZ:
```
131
Properties=species:S:1:pos:R:3:mulliken_charge:R:1
C 3.6001 3.2242 -1.7379 -1.121
C 2.5744 2.1692 -2.4891 -0.163
C 2.1315 1.0634 -1.3686 -0.019
F 2.8106 -0.2261 -1.7705 -0.358
N 0.6153 0.7738 -1.3412 0.927
C -0.2081 1.1699 -0.2788 -0.957
N 0.3508 1.9823 0.9053 0.021
C -0.7382 2.7230 1.6431 -0.499
Br -1.3360 1.5084 3.1108 0.081
C -1.9590 3.2997 0.6540 0.498
C -3.0296 4.2258 1.4456 -1.044
O -1.3007 4.1348 -0.3314 0.539
C -0.5668 5.2872 0.0571 -0.613
C 0.8970 5.5038 -0.7267 1.441
C 0.7539 5.2266 -2.3402 0.036
C 1.6673 6.8825 -0.3161 -0.934
C 0.7918 8.2562 -0.3746 0.216
C -0.1550 8.5245 0.9714 -0.922
C -0.1024 8.4774 -1.7296 -0.957
C -2.6093 2.0073 -0.1947 1.084
C -2.7683 2.3561 -1.8291 -0.046
C -3.8460 3.5352 -2.1636 -0.481
C -5.0386 3.0709 -3.2427 -0.695
I -2.9327 5.3099 -3.1692 0.054
C -4.0841 1.4919 0.2630 -0.255
C -4.7699 1.5016 1.7667 0.027
C -6.2305 0.9335 2.1990 -0.396
N -7.1493 0.3346 1.1892 -0.480
C -6.6000 0.2633 -0.2016 -0.380
C -5.1637 0.7509 -0.7923 -0.361
N -1.6579 0.8547 -0.2058 1.307
P -2.1587 -0.7356 0.1514 0.115
O -2.8987 -1.0702 1.6815 -0.410
O -0.6658 -1.6993 0.2946 -0.441
C 0.1212 0.0331 -2.5753 0.035
C -0.4236 0.8391 -3.9384 -0.061
C -0.9185 0.0839 -5.3183 -0.512
C -0.8839 -1.5495 -5.4765 -0.422
C -0.3416 -2.3950 -4.1540 -0.563
C 0.1520 -1.6163 -2.7762 -0.292
H 3.6188 4.2966 -2.2047 0.230
H 3.4064 3.3266 -0.5751 0.270
H 4.6906 2.7578 -1.8757 0.372
H 1.6993 2.6765 -3.0748 0.049
H 3.2395 1.6190 -3.3139 0.437
H 2.5743 1.3265 -0.3207 0.480
H 1.0183 2.7131 0.5806 0.183
H -0.1831 3.6048 2.2268 0.407
H -2.8347 5.3699 1.5166 0.150
H -4.1601 4.1314 1.0718 0.269
H -3.0336 3.8466 2.5791 0.311
H -0.3501 5.4844 1.1867 0.141
H -1.1958 6.2433 -0.2954 -0.178
H 1.5787 4.6143 -0.3131 -0.737
H 0.0545 5.9676 -2.9134 0.064
H 0.2345 4.1559 -2.4392 -0.549
H 1.7931 5.2432 -2.9237 0.246
H 2.6387 6.9522 -0.9948 0.321
H 2.0587 6.7727 0.8048 0.317
H 1.5806 9.1533 -0.3585 0.443
H -1.2795 8.3450 0.6188 0.207
H 0.1477 7.8673 1.8908 0.194
H -0.0969 9.6966 1.1877 0.339
H -0.3235 9.6239 -1.9739 0.353
H -1.0774 7.8319 -1.7831 0.113
H 0.5785 8.1086 -2.6385 0.224
H -2.9799 1.3219 -2.3924 0.761
H -1.7301 2.6710 -2.3277 -1.214
H -4.3584 3.9362 -1.1743 0.287
H -5.2582 3.9142 -4.0497 0.358
H -6.0342 2.7989 -2.6731 0.226
H -4.6017 2.0946 -3.7626 0.201
H -4.1471 1.9875 2.6602 0.000
H -6.5934 0.9969 3.3346 0.313
H -7.3474 -0.2281 -0.9949 0.306
H -4.9470 0.5830 -1.9295 0.350
H -2.7350 -2.0104 2.0036 0.355
H -0.1944 -1.4667 1.1473 0.245
H -0.4647 2.0318 -3.9761 0.029
H -1.2832 0.7119 -6.2642 0.316
H -1.2122 -2.0275 -6.4927 0.332
H -0.2973 -3.5752 -4.2908 0.315
H 0.5549 -2.3268 -1.9160 0.324
C 4.5156 -4.3892 0.1850 -0.603
C 4.5044 -3.2485 -0.6172 -0.444
C 4.5467 -3.3717 -2.0069 -0.516
C 4.6127 -4.6400 -2.5966 0.192
C 4.6487 -5.7794 -1.7937 0.196
C 4.5883 -5.6544 -0.3996 -0.613
C 4.7683 -7.1197 -2.4031 0.624
O 4.7964 -8.1213 -1.6987 -0.666
C 4.8624 -7.2347 -3.8721 0.200
C 5.0343 -8.4947 -4.4600 -0.568
C 5.1108 -8.6139 -5.8494 -0.465
C 5.0066 -7.4795 -6.6539 -0.465
C 4.8409 -6.2224 -6.0707 -0.525
C 4.7785 -6.0991 -4.6764 0.221
C 4.6390 -4.7614 -4.0678 0.516
O 4.5521 -3.7634 -4.7740 -0.687
H 4.4733 -4.2936 1.2678 0.435
H 4.4605 -2.2620 -0.1611 0.466
H 4.5324 -2.4770 -2.6271 0.511
H 4.6022 -6.5401 0.2331 0.472
H 5.1133 -9.3858 -3.8392 0.457
H 5.2496 -9.5926 -6.3035 0.395
H 5.0589 -7.5728 -7.7365 0.397
H 4.7653 -5.3408 -6.7050 0.452
C -1.1875 -6.5981 9.4782 -0.467
C 0.0773 -6.9023 8.9754 -0.480
C 0.5943 -6.1773 7.9005 -0.571
C -0.1612 -5.1524 7.3181 0.239
C -1.4357 -4.8648 7.8050 0.191
C -1.9456 -5.5817 8.8953 -0.538
C -2.2613 -3.8192 7.1668 0.445
O -3.3796 -3.5635 7.5962 -0.664
C -1.7236 -3.0930 5.9991 0.183
C -2.5181 -2.1397 5.3487 -1.363
C -2.0124 -1.4387 4.2518 -0.441
C -0.7125 -1.6801 3.8082 1.150
C 0.0792 -2.6331 4.4508 -1.485
C -0.4314 -3.3478 5.5425 0.257
C 0.4010 -4.3791 6.1930 0.590
O 1.5419 -4.5951 5.8009 -0.683
H -1.5867 -7.1569 10.3219 0.397
H 0.6630 -7.7030 9.4216 0.395
H 1.5846 -6.4169 7.5166 0.451
H -2.9343 -5.3536 9.2896 0.458
H -3.5329 -1.9430 5.6906 0.485
H -2.6328 -0.7028 3.7449 0.322
H -0.3158 -1.1290 2.9583 0.463
H 1.0914 -2.8196 4.0958 0.526
```

Properties
Lowest unoccupied orbital energy = -0.1490 hartree
Charge = +1


Here is a 3-piece molecular cluster, C37H63F2N5O7PS overall in a non-equilibrium geometry from the Open Molecules 2025 dataset. Energies are from ωB97M-V/def2-TZVPD.

Geometry as XYZ:
```
116
Properties=species:S:1:pos:R:3:mulliken_charge:R:1
C -4.4754 5.5087 2.0768 -1.476
C -5.2258 4.2627 1.6411 0.338
C -6.5215 4.0543 2.0882 -1.067
C -7.2009 2.9280 1.6445 -0.802
C -6.6359 1.9740 0.8071 0.120
C -7.5182 0.7834 0.4431 0.367
C -7.4001 0.2869 -1.0033 -1.659
C -7.3635 -0.3627 1.4794 -1.202
C -5.3108 2.1687 0.3948 1.476
O -4.7278 1.2169 -0.4527 -0.430
C -3.3410 1.2871 -0.5824 -1.176
P -2.3509 0.7227 0.8676 0.596
N -1.9096 1.9764 1.8860 -0.426
C -0.7831 2.4525 1.6769 0.543
S 0.6910 2.8635 1.5634 -0.259
O -1.0170 0.1679 0.2251 -0.334
C -0.2494 -0.7836 1.0545 -0.698
C -0.4519 -2.2474 0.6561 -0.586
N -0.0331 -3.1090 1.7515 -0.162
C -1.1392 -3.8325 2.3930 -0.374
C -0.8824 -3.9766 3.9051 0.463
C -2.2121 -4.3944 4.5872 -1.290
O -0.5162 -2.6688 4.3459 -0.537
N -3.0364 -0.5573 1.7754 1.387
C -3.8580 -1.4432 1.0056 0.229
O -4.7050 -2.0933 1.4950 -0.389
F -3.5660 -1.5350 -0.2779 -0.290
C -3.6709 -0.1887 3.0235 0.038
O -3.6853 -0.9005 3.9530 -0.381
F -4.1999 1.0194 3.0754 -0.094
C -4.6497 3.3208 0.8052 -0.440
H -5.2190 6.2370 2.4022 0.408
H -3.9365 5.9618 1.2432 0.380
H -3.8078 5.2966 2.9131 0.269
H -7.0155 4.7410 2.7639 0.386
H -8.2166 2.7692 1.9913 0.400
H -8.5465 1.1367 0.5652 0.651
H -7.3655 1.0840 -1.7450 0.352
H -6.4609 -0.2684 -1.0992 0.197
H -8.1783 -0.4496 -1.2086 0.471
H -6.4587 -0.2101 2.0693 0.137
H -7.2793 -1.3306 0.9817 0.391
H -8.2077 -0.4062 2.1665 0.321
H -2.9777 2.2675 -0.9091 0.699
H -3.0689 0.5956 -1.3864 0.600
H -0.3847 -0.6223 2.1285 0.381
H 0.7970 -0.5481 0.8562 0.569
H -1.4604 -2.4789 0.2953 0.201
H 0.2093 -2.4332 -0.1957 0.470
H 0.5410 -3.8226 1.3162 0.169
H -2.1042 -3.3250 2.3106 -0.142
H -1.2318 -4.8421 1.9730 0.302
H -0.0944 -4.7125 4.0877 0.321
H -2.9350 -4.7287 3.8400 0.306
H -2.0504 -5.1890 5.3167 0.396
H -2.6355 -3.5308 5.1024 0.301
H -0.7423 -2.5935 5.2773 0.306
H -3.6330 3.5279 0.4895 0.271
C 6.3381 -4.6016 -0.5895 -1.631
C 5.1436 -4.8477 0.3510 1.708
C 5.4754 -5.9615 1.3489 -1.260
C 5.4277 -7.3617 0.7437 -0.466
C 4.0869 -7.5980 0.0538 -1.260
C 3.7578 -6.5297 -0.9905 1.821
N 3.9123 -5.1445 -0.4441 0.188
O 2.8724 -4.8654 0.2848 -0.370
C 4.6556 -6.7346 -2.2295 -1.817
C 2.3368 -6.7543 -1.5069 -1.908
C 5.0048 -3.5364 1.1247 -1.893
H 6.6089 -5.4550 -1.2039 0.279
H 6.1366 -3.7607 -1.2551 0.384
H 7.2263 -4.3564 -0.0067 0.440
H 4.7678 -5.9222 2.1838 0.340
H 6.4627 -5.7811 1.7778 0.404
H 6.2568 -7.5045 0.0458 0.326
H 5.5643 -8.1030 1.5333 0.389
H 4.0863 -8.5808 -0.4220 0.367
H 3.3009 -7.6247 0.8158 0.335
H 4.6325 -5.8608 -2.8821 0.374
H 4.3018 -7.5852 -2.8114 0.482
H 5.6912 -6.9599 -1.9857 0.339
H 1.5973 -6.7459 -0.7073 0.313
H 2.2702 -7.7278 -1.9903 0.453
H 2.0602 -5.9945 -2.2405 0.444
H 4.7176 -2.7164 0.4639 0.453
H 5.9599 -3.2801 1.5823 0.424
H 4.2712 -3.6031 1.9270 0.338
C 0.9697 5.1292 -1.7209 -1.244
C 2.1242 4.6900 -2.6402 1.799
C 3.4485 4.7021 -1.8695 -1.217
C 4.0150 6.1026 -1.6475 -0.497
C 4.1200 6.8494 -2.9755 -1.315
C 2.7940 6.8993 -3.7370 1.663
N 2.1676 5.5465 -3.8592 0.420
O 2.7750 4.8877 -4.8017 -0.579
C 1.8382 7.8858 -3.0314 -1.805
C 3.0295 7.5143 -5.1159 -1.799
C 1.7868 3.2398 -2.9895 -1.787
H 1.0571 6.1415 -1.3368 0.251
H 0.0124 5.0526 -2.2404 0.415
H 0.9245 4.4782 -0.8464 -0.119
H 4.1906 4.1126 -2.4169 0.387
H 3.3140 4.2033 -0.9057 0.303
H 3.3976 6.6567 -0.9348 0.307
H 5.0058 6.0256 -1.1955 0.409
H 4.4742 7.8668 -2.7982 0.386
H 4.8818 6.3619 -3.5918 0.384
H 0.8141 7.7642 -3.3874 0.370
H 2.1365 8.9120 -3.2429 0.484
H 1.8430 7.8000 -1.9462 0.324
H 3.7776 6.9716 -5.6908 0.372
H 3.3918 8.5357 -5.0062 0.434
H 2.1058 7.5447 -5.6959 0.438
H 0.8747 3.1787 -3.5858 0.467
H 1.6290 2.6697 -2.0713 0.382
H 2.5870 2.7484 -3.5394 0.379
```

Properties
Lowest unoccupied orbital energy (spin up / spin down) = -0.1385 / -0.1385 hartree
Expectation value of S² = 2.008
Charge = +1
Spin multiplicity = 3


Here is a 2-piece molecular cluster, C7H16N2O3 overall in a non-equilibrium geometry from the Open Molecules 2025 dataset. Energies are from ωB97M-V/def2-TZVPD.

Geometry as XYZ:
```
28
Properties=species:S:1:pos:R:3:nbo_charge:R:1
C -4.5045 0.1134 -0.1707 -0.619
C -3.1921 -0.5810 0.1423 0.047
C -2.0113 0.2202 -0.3401 -0.037
C 1.2957 2.1038 0.3393 -0.262
C 2.0472 -0.0381 0.8179 0.083
C 3.5244 0.0064 1.0375 -0.471
C 2.8951 -1.1548 0.3233 -0.075
H -5.3385 -0.4798 0.2189 0.224
H -4.6282 0.2421 -1.2559 0.218
H -4.5359 1.1010 0.3120 0.210
H -3.1512 -1.5549 -0.3659 0.180
H -2.3408 -1.2442 1.7606 0.472
H -1.9108 1.2531 0.0187 0.154
H -0.2168 1.3285 -1.1072 0.439
H 0.6394 2.1376 1.2301 0.168
H 0.8401 2.7030 -0.4610 0.174
H 2.2589 2.5621 0.5771 0.188
H 1.4096 -0.2351 1.6868 0.175
H 4.0848 0.6821 0.3698 0.234
H 3.9232 -0.1259 2.0394 0.216
H 2.8137 -2.0895 0.8900 0.178
H 3.8926 -1.8769 -1.2978 0.359
H 2.2918 -1.5955 -1.5618 0.370
N -1.1505 -0.3238 -1.1087 -0.082
N 3.1201 -1.2399 -1.0962 -0.823
O -3.1281 -0.7266 1.5535 -0.714
O -0.0972 0.4560 -1.4949 -0.493
O 1.4571 0.7854 -0.1231 -0.513
```

Properties
Lowest unoccupied orbital energy = 0.0300 hartree
SMILES = CO[C@@H]1C[C@@H]1N.C[C@H](O)/C=N/O
ΔE to the lowest compared entry with this formula, charge and spin = 93.8 kcal per mole
Charge = 0